ORCA calculation (wB97M-V/def2-TZVPD) on a 2-piece molecular cluster, C4H9NO overall.

The geometry in XYZ format:
```
15
Properties=species:S:1:pos:R:3:mulliken_charge:R:1
C 0.286 0.228 1.837 -0.81
C 0.736 -0.755 1.061 -0.44
O -1.510 2.274 0.043 -0.71
C 0.873 -0.729 -0.422 0.05
C -0.245 -1.049 -1.347 -0.32
N 0.222 0.328 -1.189 -0.51
H -2.084 1.693 0.556 0.31
H 0.253 0.093 2.915 0.24
H -0.062 1.179 1.440 0.41
H 1.068 -1.688 1.517 0.31
H -0.937 1.652 -0.451 0.41
H 1.859 -1.036 -0.773 0.36
H -1.235 -1.235 -0.939 0.22
H -0.020 -1.573 -2.273 0.27
H 0.797 0.618 -1.974 0.22
```

ΔE to the lowest compared entry with this formula, charge and spin (kcal/mol): 56.1
SMILES: C=C[C@H]1CN1.O
HOMO (eV): -9.712
Energy (Ha): -287.74308
Orbital gap (Eh): 0.3906

=====

ORCA calculation (wB97M-V/def2-TZVPD) on a 2-piece molecular cluster, C4H9NO overall in a non-equilibrium geometry.

The geometry in XYZ format:
```
15
Properties=species:S:1:pos:R:3:mulliken_charge:R:1
N 0.535 0.308 2.645 -0.44
C 0.171 0.284 1.577 0.33
C 1.909 -0.211 -0.999 -1.05
C -0.378 0.277 0.179 -0.23
C 0.452 -0.708 -0.744 -0.47
H 2.482 -0.080 -0.066 0.31
H 1.739 0.781 -1.450 0.28
H 2.508 -0.817 -1.698 0.33
H -0.202 1.275 -0.267 0.29
H -1.473 0.128 0.247 -0.33
H -0.118 -0.810 -1.687 0.31
H 0.502 -1.707 -0.270 0.31
O -2.632 0.513 1.228 -0.63
H -3.186 1.025 0.595 0.35
H -2.309 -0.257 0.708 0.64
```

ΔE to the lowest compared entry with this formula, charge and spin (kcal/mol): 69.2
SMILES: CCCC#N.O
HOMO (eV): -11.038
Energy (Ha): -287.72221
Orbital gap (Eh): 0.4221

=====

ORCA calculation (wB97M-V/def2-TZVPD) on one molecule with the formula C4H9NO in a non-equilibrium geometry.

The geometry in XYZ format:
```
15
Properties=species:S:1:pos:R:3:mulliken_charge:R:1
C 2.443 0.627 0.184 -1.06
C 1.600 -0.609 -0.331 -0.38
C 0.238 -0.624 0.408 -0.03
C -3.060 0.167 -0.183 -0.53
H 2.670 0.480 1.222 0.30
H 3.411 0.767 -0.326 0.32
H 1.914 1.609 0.011 0.30
H 1.418 -0.396 -1.415 0.23
H 2.141 -1.531 -0.277 0.34
H 0.130 -1.046 1.490 0.33
H -3.137 1.185 -0.715 0.22
H -3.901 0.064 0.490 0.27
H -3.232 -0.672 -0.869 0.27
N -0.775 -0.034 -0.258 -0.46
O -1.859 0.015 0.568 -0.12
```

ΔE to the lowest compared entry with this formula, charge and spin (kcal/mol): 79.6
SMILES: CC/C=N/OC
HOMO (eV): -9.098
Energy (Ha): -287.70567
Orbital gap (Eh): 0.3778

=====

ORCA calculation (wB97M-V/def2-TZVPD) on one molecule with the formula C4H9NO.

The geometry in XYZ format:
```
15
Properties=species:S:1:pos:R:3:mulliken_charge:R:1
C -1.753 0.313 -0.475 -1.06
C -0.626 0.111 0.528 0.17
O -1.271 -0.212 1.758 -0.58
C 0.420 -0.922 0.253 -0.55
C 1.817 0.541 -0.937 -0.65
N 1.630 -0.531 -0.161 -0.03
H -2.474 1.037 -0.077 0.31
H -1.363 0.690 -1.425 0.27
H -2.266 -0.639 -0.645 0.32
H -0.060 1.065 0.607 0.25
H -0.571 -0.317 2.416 0.35
H 0.271 -1.956 0.539 0.42
H 2.749 1.083 -0.911 0.28
H 1.050 0.763 -1.662 0.24
H 2.449 -1.026 0.194 0.27
```

ΔE to the lowest compared entry with this formula, charge and spin (kcal/mol): 78.6
HOMO (eV): -6.979
Energy (Ha): -287.70715
Orbital gap (Eh): 0.2892

=====

ORCA calculation (wB97M-V/def2-TZVPD) on one molecule with the formula C4H9NO.

The geometry in XYZ format:
```
15
Properties=species:S:1:pos:R:3:mulliken_charge:R:1
C 1.349 -1.782 -1.377 -1.09
C 1.246 -0.634 -0.394 -0.20
O 0.262 -0.967 0.595 -0.31
C -0.626 -0.016 0.920 0.08
N -0.594 1.173 0.493 -0.45
C -1.671 2.065 0.884 -0.82
H 1.531 -2.735 -0.872 0.28
H 0.427 -1.879 -1.955 0.29
H 2.176 -1.594 -2.070 0.35
H 2.198 -0.476 0.120 0.25
H 0.956 0.302 -0.878 0.34
H -1.375 -0.440 1.597 0.38
H -1.624 2.953 0.251 0.28
H -1.585 2.399 1.925 0.28
H -2.671 1.630 0.762 0.32
```

ΔE to the lowest compared entry with this formula, charge and spin (kcal/mol): 34.8
SMILES: CCO/C=N/C
HOMO (eV): -9.569
Energy (Ha): -287.77702
Orbital gap (Eh): 0.3937

=====

ORCA calculation (wB97M-V/def2-TZVPD) on one molecule with the formula C4H9NO.

The geometry in XYZ format:
```
15
Properties=species:S:1:pos:R:3:mulliken_charge:R:1
C -1.500 0.500 1.906 -1.10
C -0.524 -0.078 0.934 -0.16
C 0.638 -0.998 -1.975 -0.66
N 0.531 0.635 0.529 -0.08
C 1.532 0.341 -0.292 -0.26
O 1.561 -0.880 -0.894 -0.39
H -2.533 0.257 1.626 0.27
H -1.436 1.596 1.929 0.29
H -1.362 0.149 2.941 0.23
H -0.537 -1.120 0.647 0.41
H 0.862 -1.939 -2.482 0.23
H 0.754 -0.166 -2.678 0.30
H -0.398 -1.017 -1.616 0.29
H 0.580 1.580 0.899 0.23
H 2.296 1.076 -0.505 0.42
```

ΔE to the lowest compared entry with this formula, charge and spin (kcal/mol): 85.0
HOMO (eV): -6.205
Energy (Ha): -287.69703
Orbital gap (Eh): 0.2647

=====

ORCA calculation (wB97M-V/def2-TZVPD) on a 2-piece molecular cluster, C4H9NO overall in a non-equilibrium geometry.

The geometry in XYZ format:
```
15
Properties=species:S:1:pos:R:3:mulliken_charge:R:1
N -0.799 -1.245 0.738 -0.65
C 0.380 -0.568 0.222 -0.44
C 0.365 0.917 0.214 0.99
C 1.610 1.525 0.300 -0.79
C -0.800 1.671 0.355 -0.91
O -0.651 -2.485 -1.476 -0.90
H -1.075 -1.901 -0.029 0.37
H 1.252 -0.900 0.803 0.27
H -0.689 2.733 0.496 0.32
H 2.519 0.952 0.311 0.31
H 0.510 -1.042 -0.775 0.41
H 1.638 2.606 0.227 0.27
H -1.080 -2.945 -2.194 0.18
H -1.497 -0.532 0.889 0.22
H -1.682 1.214 -0.081 0.34
```

ΔE to the lowest compared entry with this formula, charge and spin (kcal/mol): 170.7
HOMO (eV): -7.347
Energy (Ha): -287.56035
Orbital gap (Eh): 0.1363

=====

ORCA calculation (wB97M-V/def2-TZVPD) on one molecule with the formula C4H9NO in a non-equilibrium geometry.

The geometry in XYZ format:
```
15
Properties=species:S:1:pos:R:3:mulliken_charge:R:1
C -2.309 0.178 -0.120 -1.18
C -0.974 -0.492 0.299 -0.34
N 0.145 0.083 -0.448 -0.31
C 1.423 -0.300 0.038 -0.44
C 2.480 0.797 0.148 -0.02
O 3.392 0.716 0.907 -0.46
H -2.023 1.154 -0.520 0.34
H -3.005 0.237 0.707 0.33
H -2.781 -0.293 -0.986 0.30
H -1.025 -1.567 0.057 0.30
H -0.883 -0.426 1.375 0.39
H -0.109 -0.058 -1.407 0.23
H 1.418 -0.623 1.082 0.24
H 1.885 -1.075 -0.603 0.27
H 2.368 1.667 -0.527 0.35
```

ΔE to the lowest compared entry with this formula, charge and spin (kcal/mol): 44.0
SMILES: CCNCC=O
HOMO (eV): -8.900
Energy (Ha): -287.76227
Orbital gap (Eh): 0.3634

=====

ORCA calculation (wB97M-V/def2-TZVPD) on one molecule with the formula C4H9NO in a non-equilibrium geometry.

The geometry in XYZ format:
```
15
Properties=species:S:1:pos:R:3:mulliken_charge:R:1
C 1.710 -1.030 0.114 -1.24
C 0.723 0.089 -0.337 0.24
C -0.528 -0.115 0.440 0.11
C -1.874 0.565 0.106 -0.49
H 2.815 -0.635 -0.085 0.29
H 1.579 -1.918 -0.473 0.33
H 1.664 -1.144 1.199 0.33
H 0.502 -0.121 -1.423 0.22
H 0.689 1.986 -0.339 0.35
H -0.417 -0.439 1.547 0.22
H -2.663 0.768 0.875 0.23
H -1.892 1.193 -0.745 0.29
H -1.538 -0.966 -1.234 0.27
N -1.639 -0.901 -0.200 -0.61
O 1.319 1.315 0.018 -0.52
```

ΔE to the lowest compared entry with this formula, charge and spin (kcal/mol): 62.6
SMILES: C[C@H](O)[C@H]1CN1
HOMO (eV): -9.539
Energy (Ha): -287.73263
Orbital gap (Eh): 0.3816

=====

ORCA calculation (wB97M-V/def2-TZVPD) on a 2-piece molecular cluster, C4H9NO overall.

The geometry in XYZ format:
```
15
Properties=species:S:1:pos:R:3:mulliken_charge:R:1
C -0.365 -0.105 1.442 -1.08
C -0.285 0.087 0.077 0.90
C 0.174 1.392 -0.535 -0.47
O -0.029 1.457 -1.918 -0.53
C -0.007 -1.232 -0.604 -0.44
N -1.251 -0.758 -0.796 -0.46
H 1.992 -0.713 1.004 -0.05
H 0.073 0.625 2.119 0.33
H -0.706 -1.041 1.871 0.31
H -0.334 2.215 -0.007 0.29
H 1.250 1.481 -0.346 0.20
H -0.798 0.899 -2.108 0.34
H 0.165 -2.192 -0.104 0.34
H 2.168 -0.855 0.291 0.07
H -2.048 -1.260 -0.384 0.26
```

ΔE to the lowest compared entry with this formula, charge and spin (kcal/mol): 143.7
HOMO (spin up / spin down) (eV): -8.091 / -8.039
Energy (Ha): -287.60346
Orbital gap (spin up / spin down) (Eh): 0.3008 / 0.2932

=====

ORCA calculation (wB97M-V/def2-TZVPD) on one molecule with the formula C4H9NO in a non-equilibrium geometry.

The geometry in XYZ format:
```
15
Properties=species:S:1:pos:R:3:mulliken_charge:R:1
C 2.365 0.760 0.466 -1.14
C 1.124 0.173 -0.203 -0.14
N -0.134 0.268 0.519 -0.59
C -0.586 -0.922 0.370 0.01
O -1.802 -1.240 -0.046 -0.33
C -2.599 -0.118 -0.417 -0.61
H 2.114 1.663 1.043 0.30
H 2.811 0.050 1.165 0.26
H 3.123 1.038 -0.276 0.33
H 1.053 -0.916 -0.567 0.32
H 0.957 0.614 -1.189 0.26
H -0.027 -1.826 0.638 0.54
H -3.375 -0.501 -1.078 0.22
H -1.993 0.648 -0.912 0.30
H -3.030 0.309 0.488 0.27
```

ΔE to the lowest compared entry with this formula, charge and spin (kcal/mol): 70.3
SMILES: CC/N=C/OC
HOMO (eV): -8.829
Energy (Ha): -287.72035
Orbital gap (Eh): 0.3629

=====

ORCA calculation (wB97M-V/def2-TZVPD) on one molecule with the formula C4H9NO in a non-equilibrium geometry.

The geometry in XYZ format:
```
15
Properties=species:S:1:pos:R:3:mulliken_charge:R:1
C 1.759 -0.055 0.015 -0.97
C 0.729 0.459 -0.983 -0.37
N -0.756 0.255 -0.579 -0.16
C -1.341 -1.059 0.231 -0.82
C -1.129 1.060 0.505 -0.03
O -0.431 1.482 1.400 -0.55
H 2.775 0.035 -0.388 0.36
H 1.571 -1.113 0.205 0.26
H 1.703 0.493 0.959 0.27
H 0.886 0.007 -1.972 0.31
H 0.952 1.540 -1.159 0.27
H -0.507 -1.690 0.527 0.28
H -2.049 -1.498 -0.462 0.30
H -1.923 -0.946 1.201 0.36
H -2.240 1.029 0.501 0.50
```

ΔE to the lowest compared entry with this formula, charge and spin (kcal/mol): 62.4
SMILES: CCN(C)C=O
HOMO (eV): -9.642
Energy (Ha): -287.73297
Orbital gap (Eh): 0.3885

=====

ORCA calculation (wB97M-V/def2-TZVPD) on C4H9NO as an isolated structure in a non-equilibrium geometry.

The geometry in XYZ format:
```
15
Properties=species:S:1:pos:R:3:mulliken_charge:R:1
O -1.091 0.558 -0.784 -0.49
C -1.351 0.325 0.624 -0.39
C -0.319 -0.785 1.037 -0.30
N 0.313 -1.233 -0.194 -0.79
C 0.530 0.862 -1.017 -0.34
C 1.398 -0.290 -0.485 -0.31
H -0.665 -0.680 -0.913 0.46
H -2.383 -0.031 0.779 0.24
H -1.240 1.284 1.129 0.30
H 0.373 -0.373 1.790 0.21
H -0.825 -1.644 1.477 0.32
H 0.530 0.907 -2.103 0.25
H 0.591 1.810 -0.507 0.33
H 2.029 0.001 0.389 0.24
H 2.111 -0.711 -1.221 0.27
```

ΔE to the lowest compared entry with this formula, charge and spin (kcal/mol): 101.6
HOMO (eV): -8.193
Energy (Ha): -287.67050
Orbital gap (Eh): 0.3407

=====

ORCA calculation (wB97M-V/def2-TZVPD) on one molecule with the formula C4H9NO.

The geometry in XYZ format:
```
15
Properties=species:S:1:pos:R:3:mulliken_charge:R:1
C -1.275 0.100 0.955 -1.35
C -0.204 -0.314 -0.051 0.49
C -0.736 -0.308 -1.483 -1.38
N 0.955 0.561 0.074 -0.17
C 2.142 0.139 0.585 0.01
O 2.411 -1.010 0.877 -0.56
H -2.135 -0.575 0.909 0.36
H -1.636 1.115 0.740 0.34
H -0.875 0.087 1.974 0.34
H 0.169 -1.312 0.198 0.29
H 0.030 -0.638 -2.191 0.35
H -1.061 0.699 -1.775 0.31
H -1.600 -0.976 -1.572 0.37
H 0.782 1.555 0.051 0.27
H 2.871 0.965 0.694 0.32
```

ΔE to the lowest compared entry with this formula, charge and spin (kcal/mol): 8.4
SMILES: CC(C)NC=O
HOMO (eV): -9.778
Energy (Ha): -287.81902
Orbital gap (Eh): 0.3919

=====

ORCA calculation (wB97M-V/def2-TZVPD) on C4H9NO as an isolated structure in a non-equilibrium geometry.

The geometry in XYZ format:
```
15
Properties=species:S:1:pos:R:3:mulliken_charge:R:1
C -1.991 1.343 0.208 -1.11
C -1.385 0.398 -0.784 0.05
C 0.621 0.237 -0.386 -0.65
O -0.416 -0.486 0.042 -0.25
N 1.790 -0.338 -0.239 0.08
C 2.041 -1.464 0.625 -0.80
H -1.276 2.115 0.521 0.28
H -2.867 1.827 -0.228 0.34
H -2.282 0.763 1.082 0.30
H -2.025 -0.386 -1.146 0.31
H -1.033 0.972 -1.677 0.31
H 2.541 0.254 -0.556 0.29
H 1.804 -1.189 1.658 0.27
H 1.392 -2.291 0.336 0.25
H 3.086 -1.755 0.544 0.33
```

ΔE to the lowest compared entry with this formula, charge and spin (kcal/mol): 84.6
HOMO (eV): -7.714
Energy (Ha): -287.69757
Orbital gap (Eh): 0.3229